1.
# C24H29BN13OS3Tl

C24H29BN13OS3Tl as an isolated structure (ωB97M-V with the def2-TZVPD basis set, OMol25).

Output
<S²>: 1.8132
2S+1: 2
Frontier orbital gap (spin up / spin down), eV: 4.923 / 3.816
Charge: +1
Highest occupied orbital energy (spin up / spin down), eV: -10.7 / -10.7
E_LUMO (spin up / spin down), eV: -5.82 / -6.92

Element x y z (Å)
Tl -0.066 -0.416 -1.196
C -3.744 -1.387 1.097
C -3.192 -1.045 -0.174
N -2.654 0.209 -0.149
N -2.864 0.733 1.115
C -3.560 -0.175 1.862
B -2.606 2.259 1.445
N -1.194 2.721 0.962
C -0.851 4.028 0.640
C 0.435 4.002 0.180
C 0.853 2.640 0.245
N -0.171 1.898 0.711
N -2.704 2.392 3.077
C -2.047 3.149 4.002
C -2.693 3.043 5.272
C -3.883 2.363 4.952
N -3.873 1.915 3.695
N -3.699 3.248 0.913
C -4.820 3.123 0.068
C -5.453 4.379 -0.013
C -4.719 5.194 0.883
N -3.628 4.552 1.330
H -4.397 -2.261 1.205
H -3.012 -1.684 -1.017
H -3.998 0.109 2.769
H -1.511 4.827 1.041
H 1.105 4.828 -0.109
H 1.791 2.208 -0.076
H -1.167 3.770 3.748
H -2.263 3.284 6.272
H -4.812 2.208 5.467
H -5.207 2.124 -0.234
H -6.325 4.643 -0.627
H -4.905 6.212 1.332
S -1.345 -1.714 -3.558
C -0.045 -1.037 -4.361
S 1.120 0.014 -3.794
C 0.024 -1.351 -5.756
C 1.099 -1.096 -6.650
N 2.026 -1.021 -7.391
C -1.064 -1.947 -6.446
N -1.891 -2.505 -7.062
C 0.920 -5.235 0.808
C 0.214 -4.638 -0.370
O 1.034 -3.685 -1.194
C 1.058 -4.063 -2.583
C 2.044 -5.177 -2.900
H 0.205 -5.903 1.353
H 1.334 -4.372 1.356
H 1.752 -5.910 0.541
H -0.685 -4.077 -0.064
H -0.133 -5.347 -1.118
H 1.246 -3.178 -3.171
H 0.071 -4.408 -2.836
H 1.727 -5.730 -3.730
H 2.051 -5.789 -2.015
H 3.046 -4.875 -3.154
C 6.965 1.555 1.035
C 5.624 1.866 1.775
C 4.697 0.735 1.398
N 3.512 0.934 0.905
N 2.911 -0.182 0.431
C 3.716 -1.225 0.472
N 3.500 -2.433 -0.045
S 5.319 -0.887 1.205
H 7.669 2.419 1.143
H 6.780 1.542 -0.068
H 7.526 0.690 1.491
H 5.096 2.753 1.421
H 5.778 1.883 2.820
H 2.761 -2.596 -0.721
H 4.172 -3.099 0.145

2.
# C24H29BN13OS3Tl

C24H29BN13OS3Tl as an isolated structure (ωB97M-V with the def2-TZVPD basis set, OMol25).

Output
<S²>: 1.8315
2S+1: 2
Frontier orbital gap (spin up / spin down), eV: 4.093 / 3.886
Charge: +1
Highest occupied orbital energy (spin up / spin down), eV: -11.1 / -11.1
E_LUMO (spin up / spin down), eV: -6.98 / -7.21

Element x y z (Å)
Tl 10.224 11.796 12.863
C 12.745 12.421 8.490
C 11.619 12.990 7.811
N 10.476 12.259 8.106
N 10.923 11.150 8.788
C 12.238 11.311 9.111
B 10.047 9.850 8.759
N 10.717 8.850 9.740
C 10.910 7.445 9.654
C 11.492 7.043 10.884
C 11.492 8.179 11.721
N 11.064 9.268 11.096
N 8.637 10.174 9.287
C 7.401 9.584 9.045
C 6.464 10.073 9.972
C 7.315 10.849 10.870
N 8.568 10.976 10.463
N 9.998 9.324 7.306
C 9.543 10.087 6.232
C 9.245 9.247 5.185
C 9.536 7.967 5.610
N 10.068 8.010 6.926
H 13.766 12.764 8.437
H 11.642 13.932 7.305
H 12.676 10.616 9.809
H 10.799 6.888 8.735
H 11.928 5.993 11.072
H 11.780 8.197 12.800
H 7.413 8.869 8.262
H 5.423 9.879 10.085
H 6.959 11.367 11.701
H 9.537 11.095 6.392
H 8.914 9.558 4.180
H 9.426 7.053 5.000
S 9.554 12.162 15.646
C 10.945 11.232 15.911
S 11.474 9.971 14.858
C 11.808 11.432 16.996
C 12.115 12.725 17.498
N 12.327 13.699 18.073
C 12.802 10.464 17.313
N 13.651 9.789 17.759
C 9.921 16.021 9.580
C 11.341 16.372 8.972
O 12.458 15.828 9.703
C 13.411 16.831 10.031
C 14.686 16.148 10.671
H 9.240 16.825 9.226
H 9.880 16.034 10.722
H 9.699 15.050 9.226
H 11.459 17.437 8.793
H 11.252 15.877 7.943
H 12.874 17.575 10.693
H 13.728 17.395 9.118
H 14.405 15.761 11.681
H 15.399 16.942 10.902
H 15.093 15.462 9.923
C 9.016 16.298 16.594
C 9.632 16.389 15.229
C 8.774 15.737 14.180
N 9.153 15.726 12.917
N 8.452 14.790 12.178
C 7.324 14.432 12.728
N 6.219 13.978 12.067
S 7.204 15.020 14.422
H 7.964 16.603 16.650
H 9.590 16.859 17.287
H 9.079 15.266 16.894
H 10.600 15.807 15.128
H 9.770 17.428 14.838
H 6.433 13.762 11.064
H 5.606 13.314 12.442

The energy of each structure relative to the most stable one, in kcal/mol, is as follows: 1 0.0; 2 32.6.

1.
# CH6N2O

A 2-piece molecular cluster, CH6N2O overall (ωB97M-V with the def2-TZVPD basis set, OMol25).

Output
Frontier orbital gap, eV: 10.272
SMILES string: [H]/N=C\N.O
Highest occupied orbital energy, eV: -9.6
E_LUMO, eV: 0.64

Element x y z (Å)
N -1.082 -0.982 0.579
C -0.082 -0.400 1.444
N -0.260 0.366 2.507
H -0.777 -1.380 -0.345
H -1.867 -0.380 0.519
H 0.939 -0.380 0.919
H -1.232 0.665 2.482
H 2.150 0.905 -2.594
H 0.775 1.124 -2.661
O 1.436 0.463 -2.849

2.
# CH6N2O

The molecule CH6N2O (ωB97M-V with the def2-TZVPD basis set, OMol25).

Output
Frontier orbital gap, eV: 9.086
Highest occupied orbital energy, eV: -8.2
E_LUMO, eV: 0.92

Element x y z (Å)
C 0.819 0.255 0.300
N -1.111 -0.288 -1.254
N -0.197 0.517 1.237
O 0.450 -0.652 -0.913
H -1.035 -0.375 -2.278
H -0.311 -1.198 -0.354
H -1.005 0.996 0.862
H -0.407 -0.254 1.855
H 1.708 -0.180 0.757
H 1.089 1.178 -0.212

The energy of each structure relative to the most stable one, in kcal/mol, is as follows: 1 0.0; 2 86.2.

1.
# C4H9F

C4H9F as an isolated structure (ωB97M-V with the def2-TZVPD basis set, OMol25).

Output
Frontier orbital gap, eV: 10.830
Highest occupied orbital energy, eV: -9.8
E_LUMO, eV: 0.99

Element x y z (Å)
C -1.891 -0.199 -0.155
C -0.429 -0.805 0.227
C 0.379 0.323 -0.085
C 1.798 0.430 0.143
H -1.318 1.301 -0.251
H -3.067 -0.420 0.481
H -2.023 -0.383 -1.187
H 0.038 -1.552 -0.488
H -0.406 -1.299 1.357
H 0.388 0.415 -1.105
H 0.093 1.413 0.313
H 2.398 1.111 -0.340
H 1.709 0.515 1.314
F 2.329 -0.849 -0.226

2.
# C4H9F

C4H9F as an isolated structure (ωB97M-V with the def2-TZVPD basis set, OMol25).

Output
Frontier orbital gap, eV: 11.757
Highest occupied orbital energy, eV: -10.8
E_LUMO, eV: 0.92

Element x y z (Å)
C 0.652 -1.213 -0.393
C 0.153 -0.009 0.264
C 0.719 1.282 -0.253
C -1.441 0.011 0.280
H 0.684 -0.788 -1.686
H 1.652 -1.500 0.117
H -0.122 -2.207 -0.252
H 1.741 0.865 -0.265
H 0.217 1.870 -1.160
H 0.618 1.805 0.795
H -1.816 0.575 -0.642
H -1.839 -1.077 0.545
H -2.052 0.514 1.290
F 0.833 -0.126 1.359

The energy of each structure relative to the most stable one, in kcal/mol, is as follows: 1 42.3; 2 0.0.

1.
# C2H3O2S2

An isolated ion of composition C2H3O2S2 and charge -1 (ωB97M-V with the def2-TZVPD basis set, OMol25).

Output
Frontier orbital gap, eV: 6.652
Charge: -1
Highest occupied orbital energy, eV: -3.1
E_LUMO, eV: 3.51

Element x y z (Å)
C 0.565 -0.282 1.001
C -0.770 -0.037 0.343
O 1.196 0.886 -1.560
O -0.656 -0.505 -2.387
S -0.429 1.062 1.706
S -0.283 0.713 -1.715
H 0.728 -1.079 1.585
H 1.401 -0.046 0.413
H -1.752 -0.712 0.614

2.
# C2H3O2S2

An isolated ion of composition C2H3O2S2 and charge -1 (ωB97M-V with the def2-TZVPD basis set, OMol25).

Output
Frontier orbital gap, eV: 6.948
SMILES string: CSSC(=O)[O-]
Charge: -1
Highest occupied orbital energy, eV: -3.4
E_LUMO, eV: 3.55

Element x y z (Å)
C -1.057 -1.712 -2.962
C 0.221 0.652 0.017
O -0.482 -2.460 -3.692
O -1.983 -1.703 -2.196
S -0.110 0.241 -3.039
S 1.107 0.100 -1.437
H -0.809 0.506 -0.102
H 0.349 1.868 0.079
H 0.524 0.008 0.796

3.
# C2H3O2S2

An isolated ion of composition C2H3O2S2 and charge -1 (ωB97M-V with the def2-TZVPD basis set, OMol25).

Output
Frontier orbital gap, eV: 7.330
SMILES string: [O-]C(=S)[C@@H](O)S
Charge: -1
Highest occupied orbital energy, eV: -4.0
E_LUMO, eV: 3.31

Element x y z (Å)
C 0.515 -0.235 1.104
C 0.144 -0.482 -0.382
O 1.379 -1.036 1.550
O -1.503 -0.148 -0.658
S -0.288 1.075 1.918
S 1.049 0.501 -1.603
H 0.057 -1.506 -0.718
H -1.704 0.243 0.142
H 0.350 1.588 -1.352

4.
# C2H3O2S2

An isolated ion of composition C2H3O2S2 and charge -1 (ωB97M-V with the def2-TZVPD basis set, OMol25).

Output
Frontier orbital gap, eV: 6.118
Charge: -1
Highest occupied orbital energy, eV: -2.8
E_LUMO, eV: 3.31

Element x y z (Å)
C 0.241 -0.346 0.510
C -0.846 -0.575 -0.537
O -2.708 -0.258 1.543
O -1.910 0.280 -0.924
S 1.488 -1.430 -0.027
S -2.615 -0.810 0.205
H 0.427 0.700 0.513
H -0.266 -0.688 1.365
H -0.559 -1.324 -1.297

The energy of each structure relative to the most stable one, in kcal/mol, is as follows: 1 53.5; 2 0.0; 3 22.6; 4 64.8.